(1)
# C56H91KO7P4Si

C56H91KO7P4Si as an isolated structure at a distorted geometry (ωB97M-V/def2-TZVPD, the Open Molecules 2025 dataset).

Properties
Charge: -2
Gap between HOMO and LUMO: 5.10 eV
Relative energy (zero: lowest compared OMol25 entry of this formula, charge and spin): 14.7 kcal per mole

Positions of all 160 atoms, in Å:
K (1.3606, -2.0187, -0.5463)
C (-2.1485, -1.5011, -1.2767)
Si (-1.3930, -0.0449, -0.2160)
C (-2.4464, 1.3221, -1.1320)
C (-3.8441, 1.2289, -1.1979)
C (-4.5902, 1.9404, -2.1229)
C (-3.9405, 2.7579, -3.0436)
C (-2.5616, 2.9023, -2.9834)
C (-1.7996, 2.2393, -2.0079)
P (0.0072, 2.5606, -1.7160)
C (0.2112, 4.4370, -1.9027)
C (-0.0567, 5.2356, -3.1817)
C (0.4911, 6.6798, -3.0529)
C (0.5509, 7.1573, -1.5944)
C (-0.6418, 6.6134, -0.8116)
C (-0.5945, 5.0704, -0.7431)
C (0.8805, 1.8606, -3.2084)
C (2.2770, 2.4874, -3.3342)
C (3.1221, 1.7494, -4.3761)
C (2.4075, 1.7216, -5.7264)
C (1.0209, 1.0897, -5.5965)
C (0.1695, 1.8317, -4.5603)
C (-2.3263, -0.2465, 1.4826)
C (-3.1869, -1.3199, 1.7624)
C (-3.5920, -1.6214, 3.0590)
C (-3.1021, -0.8799, 4.1262)
C (-2.2732, 0.2121, 3.8794)
C (-1.9171, 0.5612, 2.5757)
P (-1.0291, 2.0925, 2.0573)
C (-2.1581, 3.4393, 2.7288)
C (-2.7741, 3.3679, 4.1269)
C (-3.4764, 4.6997, 4.4681)
C (-4.1310, 5.3446, 3.2305)
C (-4.5490, 4.2586, 2.2425)
C (-3.3042, 3.5468, 1.6865)
C (0.5870, 2.1032, 2.9975)
C (0.6927, 2.4650, 4.4872)
C (0.6812, 3.9775, 4.7469)
C (1.7594, 4.6902, 3.9300)
C (1.5469, 4.4047, 2.4441)
C (1.6315, 2.8998, 2.1860)
H (-3.2459, -1.5695, -1.2567)
H (-1.8547, -1.3318, -2.3223)
H (-1.7399, -2.4800, -0.9772)
H (-4.3535, 0.5523, -0.5111)
H (-5.6702, 1.8353, -2.1577)
H (-4.5070, 3.2820, -3.8073)
H (-2.0804, 3.5315, -3.7177)
H (1.2766, 4.5454, -1.6717)
H (0.3966, 4.7582, -4.0522)
H (-1.1314, 5.2802, -3.3585)
H (1.4895, 6.7453, -3.4977)
H (-0.1517, 7.3573, -3.6250)
H (1.4709, 6.8010, -1.1205)
H (0.5771, 8.2496, -1.5613)
H (-0.6526, 7.0308, 0.1987)
H (-1.5660, 6.9422, -1.2999)
H (-0.1648, 4.7422, 0.2071)
H (-1.6125, 4.6755, -0.7671)
H (1.0299, 0.8165, -2.9023)
H (2.1823, 3.5430, -3.6226)
H (2.7839, 2.4580, -2.3619)
H (4.1018, 2.2278, -4.4759)
H (3.2994, 0.7289, -4.0274)
H (2.2963, 2.7487, -6.1015)
H (3.0080, 1.1742, -6.4595)
H (0.5127, 1.0868, -6.5644)
H (1.1334, 0.0456, -5.2838)
H (-0.0102, 2.8543, -4.9181)
H (-0.8018, 1.3463, -4.4598)
H (-3.5386, -1.9388, 0.9419)
H (-4.2679, -2.4521, 3.2403)
H (-3.3673, -1.1415, 5.1458)
H (-1.9044, 0.7789, 4.7244)
H (-1.5543, 4.3533, 2.6725)
H (-3.4932, 2.5475, 4.1561)
H (-2.0246, 3.1551, 4.8918)
H (-4.2394, 4.5162, 5.2316)
H (-2.7529, 5.3958, 4.9065)
H (-4.9863, 5.9553, 3.5299)
H (-3.4201, 6.0134, 2.7337)
H (-5.1951, 3.5404, 2.7583)
H (-5.1324, 4.6795, 1.4217)
H (-3.5802, 2.5479, 1.3428)
H (-2.9353, 4.0792, 0.8059)
H (0.8546, 1.0469, 2.8824)
H (-0.0900, 1.9785, 5.0693)
H (1.6476, 2.0679, 4.8553)
H (-0.2893, 4.3948, 4.4663)
H (0.8181, 4.1668, 5.8152)
H (1.7474, 5.7651, 4.1342)
H (2.7461, 4.3121, 4.2257)
H (0.5580, 4.7758, 2.1465)
H (2.2869, 4.9344, 1.8362)
H (1.5077, 2.6790, 1.1234)
H (2.6338, 2.5534, 2.4693)
C (1.3905, -5.2685, 0.1124)
C (0.1142, -5.1955, 0.7449)
C (-0.8605, -5.4425, -0.2792)
C (-0.1436, -5.6233, -1.4915)
C (1.2410, -5.5500, -1.2606)
C (2.3005, -5.9555, -2.2722)
C (3.6673, -6.1453, -1.6085)
C (2.4211, -4.9229, -3.4074)
C (1.9148, -7.3061, -2.9000)
C (-2.3618, -5.7690, -0.2286)
C (-2.5659, -7.0932, 0.5321)
C (-2.9166, -6.0055, -1.6436)
C (-3.2585, -4.6695, 0.3662)
C (0.1008, -5.0753, 2.2825)
C (0.6077, -6.4009, 2.8892)
C (-1.2333, -4.7511, 2.9617)
C (1.0536, -3.9498, 2.7297)
H (2.3406, -5.2273, 0.6369)
H (-0.5847, -5.8270, -2.4594)
H (4.0116, -5.2350, -1.1221)
H (4.4140, -6.4208, -2.3620)
H (3.6193, -6.9430, -0.8602)
H (2.7647, -3.9606, -3.0224)
H (1.4482, -4.7757, -3.8873)
H (3.1389, -5.2545, -4.1692)
H (1.8561, -8.0748, -2.1245)
H (2.6592, -7.6144, -3.6475)
H (0.9392, -7.2464, -3.3880)
H (-1.9790, -7.8809, 0.0493)
H (-3.6240, -7.3919, 0.5322)
H (-2.2292, -7.0239, 1.5675)
H (-2.4555, -6.8742, -2.1227)
H (-2.7497, -5.1281, -2.2749)
H (-3.9969, -6.1836, -1.5816)
H (-2.8909, -4.2817, 1.3109)
H (-4.2765, -5.0538, 0.5211)
H (-3.3181, -3.8302, -0.3335)
H (-0.0842, -7.2157, 2.6484)
H (0.6926, -6.3301, 3.9835)
H (1.5855, -6.6637, 2.4774)
H (-2.0104, -5.4890, 2.7607)
H (-1.5908, -3.7631, 2.6648)
H (-1.0769, -4.7256, 4.0461)
H (2.0775, -4.1042, 2.3823)
H (1.0729, -3.8836, 3.8259)
H (0.7112, -2.9850, 2.3417)
C (5.9863, 0.5535, -0.3114)
C (5.1402, -0.6765, -0.0339)
O (5.9017, -1.6633, 0.6833)
P (3.6691, -0.3446, 0.9886)
O (4.1896, 0.2494, 2.3931)
O (2.9535, 0.9527, 0.4315)
O (2.8439, -1.5637, 1.1800)
P (4.3908, -1.3500, -1.6157)
O (4.2812, -2.9246, -1.1854)
O (5.3115, -1.2142, -2.7600)
O (2.9902, -0.7801, -1.6495)
H (6.4417, 0.9137, 0.6133)
H (5.3763, 1.3529, -0.7396)
H (6.7596, 0.2895, -1.0306)
H (5.8250, -2.4966, 0.2029)
H (4.2701, -0.4895, 3.0176)
H (2.6027, 0.7388, -0.4695)
H (3.5246, -3.0345, -0.5738)

Cartesian forces, eV/Å:
-2.71 -1.29 -0.40
0.04 -0.05 0.17
-0.13 -0.03 -0.13
0.42 0.27 -0.39
0.16 -0.03 0.06
0.04 0.07 -0.07
-0.01 -0.01 0.04
0.00 -0.01 0.26
-0.27 -0.19 0.17
-0.01 0.19 -0.06
-0.40 -0.13 0.10
0.11 0.08 0.04
0.03 -0.08 0.03
-0.09 -0.09 -0.02
0.10 -0.10 -0.04
0.13 0.04 -0.09
-0.04 0.04 0.07
0.04 -0.16 0.00
-0.09 0.11 0.01
-0.02 -0.07 0.03
0.03 0.10 0.07
0.15 -0.02 -0.08
0.05 0.00 0.16
0.03 0.11 -0.02
0.09 0.06 -0.04
0.04 0.03 -0.03
-0.04 -0.09 -0.10
-0.15 -0.05 -0.11
-0.07 0.18 0.10
-0.10 -0.18 -0.14
0.04 0.18 0.03
0.01 -0.03 -0.07
0.01 -0.14 0.03
0.15 0.04 0.07
0.00 0.07 0.12
0.11 -0.01 -0.06
-0.06 0.13 -0.12
0.09 -0.10 -0.09
-0.09 -0.05 -0.03
0.03 -0.14 0.14
-0.15 0.14 0.03
0.07 -0.03 -0.02
-0.01 -0.01 0.10
-0.08 0.17 -0.09
0.07 0.04 -0.08
0.02 0.00 0.02
0.02 -0.02 0.02
0.07 0.04 0.00
0.06 0.00 0.03
-0.09 0.00 0.01
-0.05 -0.01 0.00
-0.04 -0.02 0.01
0.04 0.00 -0.01
0.00 0.04 -0.01
0.03 0.01 0.02
-0.06 0.00 0.00
0.02 -0.01 0.01
-0.01 -0.01 -0.10
-0.02 -0.01 -0.02
0.04 -0.05 -0.03
0.04 -0.06 0.03
-0.03 0.06 -0.04
-0.02 -0.03 0.02
0.03 -0.03 0.00
0.02 -0.02 0.00
-0.02 0.02 0.01
-0.02 -0.03 -0.03
-0.01 0.02 -0.02
-0.04 -0.06 0.03
-0.05 0.03 0.01
0.04 0.03 0.10
0.06 0.00 -0.02
0.01 0.01 -0.04
-0.01 0.10 0.00
0.00 0.01 -0.03
0.01 -0.02 -0.02
-0.03 -0.06 -0.02
0.02 0.02 0.01
-0.02 -0.02 -0.01
0.01 0.04 0.01
-0.02 0.00 0.02
-0.02 0.01 -0.03
-0.04 -0.02 -0.02
0.00 -0.04 -0.03
-0.02 -0.07 0.04
0.04 -0.06 0.05
-0.04 -0.06 0.02
0.00 0.00 0.03
-0.02 0.01 0.06
-0.01 0.01 0.03
-0.01 0.01 0.01
0.00 0.05 0.00
0.08 0.03 0.02
-0.03 -0.01 -0.01
-0.02 0.05 0.14
-0.07 0.04 -0.03
0.06 0.03 -0.18
0.08 0.03 -0.05
0.09 0.04 -0.06
0.09 0.04 0.09
-0.21 -0.08 0.17
0.02 0.07 -0.05
-0.02 -0.03 -0.01
-0.01 -0.02 0.05
-0.01 -0.01 -0.03
0.00 -0.01 0.05
0.02 -0.02 0.04
0.01 -0.02 -0.03
0.06 0.07 -0.04
0.03 -0.07 0.01
-0.01 -0.05 0.00
0.00 0.05 -0.06
0.02 0.00 -0.06
-0.04 0.00 -0.03
0.00 0.01 0.10
0.01 -0.03 -0.02
-0.01 0.01 0.03
-0.01 0.06 -0.04
-0.02 -0.03 -0.03
0.07 0.00 0.05
-0.04 0.03 0.04
-0.03 0.02 -0.04
-0.04 0.02 0.06
0.06 -0.01 0.01
-0.04 0.05 0.04
0.06 0.03 0.00
-0.02 -0.02 -0.06
-0.02 0.08 0.04
-0.02 -0.07 0.03
0.05 0.01 0.00
-0.08 -0.05 -0.11
0.06 0.03 -0.02
-0.01 -0.11 0.09
0.07 0.05 0.01
-0.02 0.00 -0.08
-0.07 0.03 0.03
0.05 0.07 0.01
-0.01 -0.04 0.02
0.00 0.00 -0.01
-0.11 0.03 0.03
0.00 0.00 -0.06
0.05 -0.07 0.05
-0.06 0.02 0.07
-0.31 -0.18 -0.11
0.19 0.35 -0.10
0.10 0.21 0.45
0.01 -0.30 0.03
0.05 -0.39 -0.42
1.00 0.40 0.83
0.24 0.14 -0.23
-0.40 0.21 0.16
0.09 -0.07 0.12
0.95 0.66 -0.61
-0.01 0.00 0.00
0.04 -0.06 0.02
0.04 -0.01 -0.01
-0.18 -0.06 -0.01
-0.02 0.24 -0.17
0.14 0.09 0.36
0.68 -0.27 -0.11

(2)
# C19H43OP3SSc

C19H43OP3SSc as an isolated structure at a distorted geometry (ωB97M-V/def2-TZVPD, the Open Molecules 2025 dataset).

Properties
Charge: +3
Gap between HOMO and LUMO: 6.10 eV
Relative energy (zero: lowest compared OMol25 entry of this formula, charge and spin): 36.9 kcal per mole

Positions of all 68 atoms, in Å:
Sc (-0.1981, 0.2373, 0.0188)
P (-1.6342, -1.6746, 1.1614)
P (2.0959, -1.2111, 0.8411)
P (0.2346, -1.2313, -2.1177)
H (-2.2551, 3.2441, -2.3346)
C (-1.7244, 2.2602, -2.3734)
C (-2.6099, 1.1480, -1.7566)
H (-2.1163, 0.1464, -1.6553)
C (-2.2843, -1.2278, 2.8255)
C (-0.9657, -3.3580, 1.5171)
C (-3.2066, -2.0885, 0.3263)
C (3.5274, -0.1261, 0.4297)
C (2.3235, -1.4129, 2.6350)
C (2.7554, -2.8310, 0.2964)
C (-0.8094, -0.8721, -3.5653)
C (0.0961, -3.0594, -2.0509)
C (1.9012, -0.9454, -2.8532)
H (-1.6246, 2.0590, -3.4617)
H (-2.9785, 1.4672, -0.7601)
H (-2.7157, -0.2158, 2.7863)
H (-1.4797, -1.2532, 3.5766)
H (-3.0713, -1.9438, 3.1121)
H (-0.1073, -3.3002, 2.2024)
H (-0.6476, -3.8387, 0.5817)
H (-1.7527, -3.9692, 1.9841)
H (-3.6633, -1.1836, -0.0951)
H (-3.8956, -2.5315, 1.0572)
H (-3.0288, -2.8109, -0.4799)
H (4.4558, -0.6143, 0.7703)
H (3.4163, 0.8472, 0.9354)
H (3.5731, 0.0305, -0.6597)
H (3.2574, -1.9606, 2.8029)
H (1.4969, -1.9999, 3.0469)
H (2.3775, -0.4502, 3.1512)
H (3.6838, -2.9980, 0.8652)
H (2.9744, -2.8361, -0.7782)
H (2.0278, -3.6136, 0.5477)
H (-0.5517, -1.5863, -4.3552)
H (-0.6425, 0.1416, -3.9465)
H (-1.8777, -0.9813, -3.3494)
H (0.2203, -3.4321, -3.0782)
H (-0.9009, -3.3323, -1.6700)
H (0.8774, -3.4779, -1.4011)
H (1.8603, -1.2395, -3.9143)
H (2.6697, -1.5411, -2.3387)
H (2.1675, 0.1231, -2.7814)
C (-0.6198, 2.2843, -0.2440)
C (-0.3432, 2.4568, -1.7108)
C (0.2481, 3.8123, -1.9917)
C (0.2587, 4.7665, -1.0233)
C (-0.3171, 4.5685, 0.2467)
C (-0.9076, 3.3321, 0.5553)
S (-4.1090, 1.1372, -2.9761)
H (-3.5176, 0.8141, -4.1057)
H (0.3055, 1.6462, -2.1089)
H (0.5858, 3.9818, -3.0115)
H (0.6749, 5.7572, -1.2406)
H (-0.3170, 5.3384, 1.0133)
H (-1.5536, 3.2108, 1.4411)
C (1.4933, 2.1698, 3.8964)
C (0.3618, 1.4135, 3.2311)
O (0.6676, 1.2210, 1.7559)
H (2.4811, 1.7368, 3.6943)
H (1.3090, 2.1103, 4.9754)
H (1.5013, 3.2323, 3.6263)
H (0.2234, 0.3997, 3.6038)
H (-0.5908, 1.9548, 3.2847)
H (0.9145, 2.0993, 1.3939)

Cartesian forces, eV/Å:
0.59 -1.66 1.05
-1.14 -1.29 1.14
0.97 0.16 -0.12
0.46 -0.71 -1.27
0.16 -0.91 0.20
-1.20 0.52 -0.82
-0.80 0.81 -1.24
-0.37 0.60 -0.27
0.24 0.43 0.01
0.39 0.21 -0.28
0.00 0.20 -0.40
-0.19 0.12 -0.07
-0.28 0.02 0.26
-0.24 0.02 -0.01
-0.33 0.04 -0.26
-0.02 0.19 0.29
-0.02 0.08 0.13
0.36 0.16 0.72
-0.22 -0.24 -0.72
0.04 -0.31 0.18
-0.31 0.03 -0.21
0.34 0.25 -0.11
-0.29 -0.06 -0.22
-0.07 0.05 0.33
0.18 0.27 -0.15
-0.05 -0.28 0.06
0.19 0.08 -0.23
-0.11 0.19 0.10
-0.30 0.27 -0.15
0.14 -0.34 -0.20
0.14 -0.01 0.39
-0.16 0.14 0.04
0.18 0.07 0.11
-0.02 -0.21 -0.12
-0.30 -0.06 -0.31
-0.03 -0.17 0.35
0.31 0.02 -0.13
-0.01 0.17 0.07
0.05 -0.18 0.06
0.18 -0.09 -0.04
-0.04 0.00 0.35
0.37 -0.04 -0.23
-0.36 0.05 -0.26
0.12 0.10 0.38
-0.26 0.29 -0.24
0.00 -0.40 -0.15
-1.17 -0.40 -1.65
1.87 0.93 1.66
-0.54 -0.70 -0.24
0.75 1.08 -0.67
-0.74 -0.53 -0.13
-0.59 1.05 0.65
0.11 -0.21 2.28
0.76 -0.26 -0.43
0.06 0.27 -0.01
-0.03 0.36 0.16
-0.09 -0.45 0.02
0.07 0.20 -0.27
0.89 0.08 -0.06
-0.24 -0.15 0.19
0.27 0.18 -0.65
0.23 0.51 0.53
-0.29 0.04 0.03
0.16 0.12 -0.11
-0.01 -0.21 -0.02
0.11 0.10 -0.02
0.22 -0.16 0.05
-0.09 -0.46 0.70

(3)
# C27H28Cl2IrN3O2S2

C27H28Cl2IrN3O2S2 as an isolated structure at a distorted geometry (ωB97M-V/def2-TZVPD, the Open Molecules 2025 dataset).

Properties
Multiplicity: 2
<S²>: 0.777
Charge: +3
Gap between HOMO and LUMO (spin up / spin down): 5.48 / 5.00 eV
Relative energy (zero: lowest compared OMol25 entry of this formula, charge and spin): 97.6 kcal per mole

Positions of all 65 atoms, in Å:
Ir (-0.6368, 0.1958, -1.2208)
C (0.3235, 3.3256, -1.7554)
C (1.0476, 2.4886, -2.8107)
N (0.2447, 1.3191, -3.2011)
C (-0.8259, 1.5757, -4.1790)
C (-2.1127, 2.1743, -3.6120)
S (-2.7312, 1.4268, -2.0395)
C (-2.6291, 2.8573, -0.8891)
C (-1.3837, 2.8903, 0.0009)
N (-0.1618, 2.4517, -0.6804)
H (-0.5191, 3.8505, -2.2009)
H (1.0138, 4.0855, -1.3771)
H (1.9889, 2.1164, -2.3981)
H (1.2746, 3.1199, -3.6761)
H (0.8835, 0.6521, -3.6310)
H (-1.0632, 0.6296, -4.6668)
H (-0.4643, 2.2599, -4.9574)
H (-2.9092, 2.0114, -4.3407)
H (-2.0356, 3.2474, -3.4643)
H (-3.5119, 2.7740, -0.2557)
H (-2.7459, 3.7549, -1.4933)
H (-1.5396, 2.2162, 0.8451)
H (-1.2726, 3.9096, 0.3918)
H (0.5783, 2.3072, 0.0046)
Cl (3.1139, -2.5976, 1.1570)
C (2.3807, -3.0014, -0.3251)
C (2.7200, -4.1669, -0.9887)
C (2.1474, -4.4935, -2.2134)
Cl (2.6652, -5.8780, -3.0394)
C (1.1007, -3.6739, -2.7581)
C (0.3948, -3.9914, -3.9338)
C (-0.6486, -3.1869, -4.3392)
C (-0.9733, -2.0654, -3.5730)
N (-0.2860, -1.7124, -2.5005)
C (0.7317, -2.4894, -2.0767)
C (1.4341, -2.0713, -0.8701)
O (1.2074, -0.9515, -0.3451)
H (3.4545, -4.8276, -0.5511)
H (0.6707, -4.8671, -4.5002)
H (-1.2149, -3.4074, -5.2303)
H (-1.8153, -1.4461, -3.8503)
O (-0.9174, -0.0706, 1.1049)
S (0.1916, -0.5936, 1.9640)
C (0.8048, 0.8828, 2.8345)
C (-0.0558, 1.6273, 3.6227)
C (0.4335, 2.7859, 4.2078)
C (1.7464, 3.1744, 4.0076)
C (2.5991, 2.4074, 3.2311)
C (2.1219, 1.2494, 2.6327)
C (-0.5520, -1.5144, 3.3138)
C (-1.9227, -1.6433, 3.4853)
C (-2.3881, -2.3898, 4.5559)
C (-1.4896, -3.0436, 5.3971)
C (-0.1161, -2.8953, 5.2220)
C (0.3580, -2.1425, 4.1640)
H (-1.0740, 1.3135, 3.7916)
H (-0.2243, 3.3716, 4.8333)
H (2.1118, 4.0806, 4.4669)
H (3.6284, 2.6970, 3.0908)
H (2.7675, 0.6369, 2.0234)
H (-2.6078, -1.1532, 2.8114)
H (-3.4526, -2.4669, 4.7267)
H (-1.8595, -3.6990, 6.1730)
H (0.5794, -3.3836, 5.8885)
H (1.4200, -2.0429, 3.9989)

Cartesian forces, eV/Å:
2.99 2.44 -1.52
0.25 -0.27 -0.81
0.05 0.46 0.70
-0.70 -1.52 1.09
-0.48 0.01 -0.16
0.03 -0.16 -0.05
1.89 -0.86 0.69
0.07 -0.02 0.06
-0.48 0.28 0.44
-0.58 -2.31 0.65
0.00 0.00 0.11
-0.15 -0.08 0.14
-0.06 0.03 -0.07
0.02 -0.17 -0.01
-0.10 -0.02 0.07
0.10 0.03 0.05
0.00 -0.12 0.05
0.01 0.04 0.06
-0.06 0.01 0.10
0.00 0.06 -0.02
-0.06 -0.02 -0.08
0.13 0.10 -0.03
0.00 -0.09 -0.03
-0.07 0.14 0.18
0.00 -0.11 -0.20
0.18 0.13 0.17
0.00 0.02 0.00
0.15 -0.09 0.22
-0.12 0.24 0.17
-0.50 0.61 -0.17
-0.02 0.16 0.12
0.23 0.09 0.22
-0.18 -0.15 -0.42
-0.80 0.88 1.51
0.33 -0.68 -0.04
-0.09 -0.43 -0.55
-0.97 1.34 -1.46
0.08 -0.02 0.00
-0.02 -0.11 -0.07
-0.07 -0.05 -0.03
-0.04 0.01 0.06
-2.46 0.87 -3.05
1.90 -0.44 2.86
-0.56 -0.74 -0.52
0.08 0.25 0.10
-0.48 -0.16 0.04
0.26 0.15 0.01
-0.04 -0.07 -0.07
0.17 0.01 -0.15
-0.04 -0.04 -0.14
0.22 0.35 -0.05
0.17 -0.26 0.13
-0.07 0.08 -0.12
-0.25 -0.07 -0.14
-0.10 0.22 -0.21
-0.14 -0.08 0.04
0.02 0.08 0.05
0.04 0.05 0.07
0.10 0.06 0.02
0.15 -0.12 -0.09
-0.09 0.06 -0.08
-0.01 -0.11 -0.03
-0.03 0.14 0.13
0.01 -0.05 0.02
0.19 0.04 0.02